(1)
21
Properties=species:S:1:pos:R:3:forces:R:3 method="wB97M-V/def2-TZVPD" mol_weight_da=179.08 e_above_lowest_kcal_mol=0.0 energy_ev=-77957.7080 charge=+1 orbital_gap_ev=10.78
H -0.1544 2.9046 1.1931 0.01 -0.10 -0.07
C 0.4404 0.0850 0.0358 0.17 -0.17 -0.04
N -0.2471 1.1283 0.1058 0.38 -0.56 -0.06
C -0.4265 1.8581 1.3395 -0.12 0.57 1.15
H 2.9468 0.0704 -0.6200 0.10 0.02 -0.01
C 0.5526 -2.3426 0.1734 -0.24 0.02 0.11
H 3.2044 -1.4359 0.2861 -0.06 0.03 0.02
H -4.8943 -0.9093 -0.1145 -0.78 -0.37 -0.18
H -1.9595 1.8810 -0.8011 0.02 -0.02 0.04
H -0.4414 2.6334 -1.3191 0.01 -0.06 0.09
C 2.5926 -0.9453 -0.4719 0.20 0.20 -0.07
H -0.4925 -2.2780 0.4588 -0.09 -0.11 0.00
H -1.4778 1.8116 1.6301 0.05 -0.01 -0.06
H 0.6506 -2.9341 -0.7336 -0.03 -0.07 -0.07
C -0.9168 1.6890 -1.0472 -0.49 0.45 -1.03
H -0.8672 1.0051 -1.8907 0.04 -0.03 0.10
H 2.7114 -1.5006 -1.4035 -0.02 0.01 0.01
C 1.1493 -0.9895 -0.0702 0.04 -0.11 -0.03
Br -3.6656 -0.3195 0.1523 0.80 0.33 0.21
H 1.1115 -2.8420 0.9635 0.02 0.00 0.03
H 0.1835 1.4304 2.1334 -0.02 -0.02 -0.15

***

(2)
21
Properties=species:S:1:pos:R:3:forces:R:3 method="wB97M-V/def2-TZVPD" mol_weight_da=134.63 e_above_lowest_kcal_mol=177.8 energy_ev=-20430.0585 charge=+1 orbital_gap_ev="7.12 / 7.32"
H 0.8341 2.2674 -0.2778 -1.49 -1.62 0.26
Cl -3.1974 -0.4443 -0.9177 0.00 -0.42 0.55
H -0.7412 -2.3782 -0.0183 1.44 0.73 0.01
H -0.1119 1.5377 -1.5080 -0.07 -0.71 -1.32
C 2.4596 -0.6038 -0.1917 -3.71 -2.86 0.31
N 0.2050 0.2729 0.1821 0.77 -1.29 1.74
H -1.1462 2.1729 1.3457 0.09 -0.16 -1.81
H -1.8866 1.0176 0.3880 -0.21 0.68 -0.66
C 0.9399 -0.8375 -0.3970 -3.20 2.13 -1.82
H -1.4676 3.0886 -0.2048 -1.12 -1.47 -0.06
C -1.2471 2.0602 0.1955 2.12 2.38 2.75
H 0.5995 -0.6952 -1.5137 1.17 -1.23 1.46
H -2.7260 -0.2032 1.5013 0.28 -0.32 -1.46
H 2.8322 -1.5730 -0.0941 1.07 -1.48 0.56
C -2.2932 -0.1728 0.4461 -0.12 0.48 0.39
H 1.0432 -2.8054 0.1550 -0.77 -0.47 0.17
H 2.8292 -0.2387 -1.0333 1.80 2.09 -3.48
H 2.5765 -0.0364 0.6334 0.86 1.80 2.70
C -0.0341 1.4392 -0.4485 0.17 3.29 0.29
C 0.2877 -2.0187 0.3059 0.79 -1.49 1.34
H 0.2446 -1.8494 1.4517 0.14 -0.06 -1.91